# C41H74O32

A 14-piece molecular cluster, C41H74O32 overall (wB97M-V/def2-TZVPD, the OMol25 dataset).

Properties
Net charge ... -1
Spin multiplicity ... 2
M ... 1079.01 g/mol
E ... -4014.22381 Eh

Geometry (Å):
O -2.55888 5.47113 -4.38374
O -0.28736 -4.15047 4.19143
O 3.42114 1.58988 -0.67000
O 0.47948 6.61486 -2.40714
O -0.64256 8.44859 -2.79462
O 2.36528 1.41998 3.58515
O -1.23226 -5.93643 2.27606
O -1.13977 2.07815 -1.77144
O 3.28185 0.55132 5.43575
O -2.90135 -0.50405 -1.17131
O 3.13069 -0.76177 3.67183
O -0.24702 -1.31292 7.15076
O 0.51520 -5.90684 -2.73801
O -4.44323 5.66566 -3.18099
O 0.29211 0.22831 -1.92315
O -0.14869 1.06323 0.02457
O 4.78536 -3.01618 0.36440
O -2.25835 -1.89192 -3.76414
O -1.51141 -6.02528 -2.34100
O -3.78818 3.69735 -3.69921
O 4.12618 -0.04602 -5.43376
O 2.21897 -0.83709 -4.85020
O 0.89052 7.51014 -4.31231
O -0.44465 -2.84000 8.82133
O 3.63322 -0.22258 -3.09771
O -3.25809 5.55167 2.31289
O -2.20388 7.53296 2.97711
O -2.45022 6.97886 0.75557
O 4.06893 -4.39699 1.86812
O -0.43181 -8.02636 -2.61375
O -1.26131 -0.76817 8.92821
O 2.59039 -3.71381 0.46146
C 0.76666 -0.78325 -1.06053
C -0.67879 0.03838 6.89146
C -1.53236 0.34261 8.11961
C 0.03830 -0.82698 1.53519
C 1.82910 -4.47533 1.39747
C -1.30833 -4.67159 -2.55532
C 3.30263 -1.58867 4.79408
C -2.99769 5.81294 0.02796
C 4.35407 -1.23065 -7.72188
C 0.87990 -3.59982 -3.28590
C 3.31979 2.94054 -0.71912
C 2.14417 -0.90427 -6.23761
C 0.57777 4.37341 -3.32924
C -2.60617 6.78347 2.05859
C -1.80104 -5.25069 1.15420
C 1.76964 6.43738 -4.28349
C -0.47882 -6.77067 -2.55084
C 3.38260 -0.89710 7.27240
C 2.88783 0.46355 4.15937
C 0.20731 -4.62936 -2.33930
C -0.43324 1.22486 -1.24999
C -1.35242 -1.31433 -4.63900
C 3.83895 -3.62660 0.85761
C 3.32335 -0.33334 -4.34807
C -1.27806 0.22767 5.56366
C -0.61145 -1.76899 8.32359
C -1.94312 5.24481 -0.90936
C 2.79936 -5.51424 3.51255
C -3.53615 4.99941 -3.86210
C -3.54418 4.88714 1.05529
C -5.48825 4.90524 -2.75286
C 0.16906 7.60084 -3.13621
C -4.98703 2.35792 -2.10963
C 3.50290 -0.34406 -6.70991
C 3.86154 -0.64793 5.89669
C 2.92839 -5.21025 2.07534
C 0.72382 -0.05015 0.33553
C -5.06595 3.47910 -3.20542
C 1.29911 5.70594 -3.00320
C -1.24149 -3.13219 4.65845
C -3.72674 -1.49777 -0.48625
H 1.75186 0.25113 0.53670
H 1.88883 -6.08017 3.70943
H -4.04871 2.45804 -1.56406
H -5.83120 3.15253 -3.90959
H -5.54570 4.90509 -1.66437
H -0.84640 -2.12752 4.50802
H 2.76406 6.84841 -4.10947
H 5.34249 -0.81656 -7.92106
H -0.94763 5.22304 -0.46594
H 1.20499 -3.85066 2.03651
H 2.09641 5.44979 -2.30548
H -1.96637 -1.24072 -5.53663
H 3.20212 -6.07508 1.47098
H -3.37677 -1.72369 0.52101
H 0.30593 -4.15882 4.94611
H 1.71998 5.80326 -5.16865
H 0.76400 -1.38398 2.12782
H -0.54511 -0.03219 4.79988
H -2.97980 3.96897 0.89239
H 2.94413 -4.64589 4.15529
H -0.06472 4.36270 -4.20970
H -5.75623 2.37782 -1.33760
H 1.26270 3.58051 -3.62970
H -2.12790 -0.41297 5.32817
H -2.85749 -5.04502 1.32660
H 4.09000 -2.34133 4.75354
H 1.12116 -5.07184 0.82207
H 1.96738 -3.60622 -3.35981
H -0.46723 -0.05796 2.11927
H -1.14583 1.25190 8.57992
H -1.29748 -4.29346 1.01916
H -0.77202 -1.46696 1.18604
H 3.99140 -1.53103 7.91707
H 0.63818 -3.80415 -4.32894
H 0.15516 0.72751 7.02460
H -4.61738 4.81168 0.88023
H 2.41939 -2.12257 5.14470
H 0.07377 -1.62431 -1.08555
H -1.89407 -4.11323 -1.82509
H 0.63533 -2.57223 -3.01694
H 3.42361 0.03779 7.83134
H 2.75779 3.23143 -1.60661
H -0.54421 -2.00732 -4.87280
H 2.10351 -1.94982 -6.54302
H -2.34179 -1.27802 -3.03081
H 2.89121 3.24007 0.23728
H -3.84192 6.14262 -0.57759
H -4.70260 -1.02633 -0.36990
H 1.43943 -0.20434 -6.68654
H 4.32443 3.32019 -0.90531
H 0.01766 4.06506 -2.44646
H -1.68829 1.22769 5.42307
H -1.32360 -3.29344 5.73332
H 3.47239 -6.33939 3.74547
H -2.72077 0.16615 -0.50812
H 4.55482 -2.18579 -7.23659
H -1.59897 -5.84440 0.26270
H -2.20379 4.22863 -1.20521
H 3.80491 -1.32916 -8.65827
H -2.25574 -3.14270 4.25934
H -3.93182 -2.39443 -1.07110
H 3.37202 0.68869 -7.03300
H 0.49556 -4.52316 -1.29348
H -6.39525 5.35484 -3.15697
H 4.94342 -0.56468 5.79320
H -2.06267 5.90225 -1.77052
H -0.83464 -5.30423 2.87924
H 3.47575 1.22252 -1.55524
H -4.91565 1.39971 -2.62425
H -1.55197 -4.35053 -3.56807
H -0.87973 -0.37763 -4.34363
H 2.38683 -1.33424 7.19856
H -2.58861 0.43206 7.86576
H 1.78273 -0.98613 -1.39897

Atomic forces in eV per Å
-1.13 -0.49 0.21
-0.97 1.11 0.11
-0.22 -2.92 0.27
-0.52 -1.57 3.36
1.89 -1.24 -1.51
1.47 -2.95 0.98
-0.13 -0.36 -0.69
1.57 -2.00 1.16
-0.24 1.39 0.22
-0.09 -1.60 -0.05
-0.32 -0.44 -0.22
1.24 -0.57 -2.36
3.31 -2.60 -0.88
0.87 3.22 -0.35
-1.61 1.60 -1.31
-0.33 1.01 1.18
-2.61 -0.43 0.16
-0.07 -0.19 1.59
-4.23 -1.65 0.69
0.83 -0.94 -1.75
1.13 -0.41 1.74
-2.00 -0.36 1.99
-1.71 1.91 -0.46
0.41 0.04 -0.55
-1.66 -0.26 -6.45
0.59 1.07 -0.60
-1.62 -2.68 -3.41
-0.62 -0.80 -0.11
0.28 -0.59 2.30
-0.05 4.74 0.31
-1.13 -0.10 2.43
-1.19 1.21 -1.23
-0.08 1.05 1.27
0.29 0.80 1.35
0.21 0.03 -0.89
0.51 1.11 -1.40
-0.86 0.31 -0.51
0.88 1.41 0.66
1.86 -1.19 2.20
0.49 1.00 -0.93
-0.50 0.92 1.87
0.46 -0.26 0.23
0.48 1.11 -0.61
1.74 0.22 -1.65
-0.02 0.22 0.05
0.74 0.60 3.39
0.76 -0.03 0.74
0.79 -0.47 1.57
0.99 -3.85 -0.73
-0.02 -0.25 1.15
-1.51 3.54 -1.08
-0.20 2.53 -1.03
0.74 -0.69 -1.38
0.02 -0.39 -1.79
4.04 2.02 -2.04
2.66 0.25 2.98
-0.64 -0.60 -1.26
-0.91 0.83 0.86
-0.94 0.59 0.03
-0.22 -1.75 0.64
1.95 -0.12 0.19
0.62 0.64 0.60
-0.81 -1.51 1.17
-2.02 3.32 -1.32
0.69 0.90 -0.58
0.76 0.60 0.17
-0.33 -0.50 -1.51
0.42 -1.27 -0.15
-0.68 -1.88 -0.24
-2.17 -0.77 2.05
1.22 -3.11 -1.83
0.44 -0.02 0.71
-0.74 1.32 -0.19
-0.37 0.66 0.38
-0.67 0.73 0.02
0.18 0.15 -0.03
0.62 -0.16 -0.81
-0.05 0.33 0.17
0.14 -0.20 -0.22
0.28 -0.17 -0.43
-0.21 0.38 0.00
-0.07 0.22 -0.11
0.33 0.36 0.21
0.17 0.29 -0.07
0.61 0.77 -0.67
-0.58 -0.62 0.25
0.33 -0.17 -0.06
0.37 -0.48 -0.18
-0.10 0.27 -0.02
-0.03 0.06 0.01
0.08 0.55 -0.19
-0.47 -0.45 0.99
-0.15 -0.16 -0.04
-0.51 0.80 0.22
-0.37 -0.01 -0.44
0.59 0.04 0.58
-0.13 -0.29 0.48
-0.10 -0.16 -0.28
-0.09 -0.18 -1.31
0.25 -0.37 0.16
0.21 -0.40 0.85
0.26 -0.05 0.37
-0.39 -0.08 0.28
-0.02 0.31 -0.10
0.12 -0.21 -0.18
0.21 -0.47 -0.55
-0.73 0.00 0.08
0.65 -0.49 -0.50
0.04 -0.51 0.61
-0.55 0.43 -0.38
0.15 -0.20 -0.06
0.04 0.04 -0.17
-0.33 -0.18 -0.11
-0.55 0.18 -0.15
-0.65 0.49 0.24
0.13 -0.09 0.04
-0.76 0.10 0.01
-0.37 0.02 0.70
0.02 0.62 -0.29
0.24 0.60 -0.08
-0.25 -0.09 0.24
-0.83 -0.71 0.51
0.18 0.82 0.48
-0.01 -0.24 -0.25
0.51 0.22 0.02
-0.23 0.18 0.09
0.81 0.53 0.30
0.02 0.38 0.25
-0.32 -0.23 -0.21
-0.43 -0.11 -0.01
-0.08 -0.06 -0.01
-0.03 -0.14 0.14
0.33 -0.67 -0.59
0.72 0.06 -0.27
-0.09 -0.28 -1.00
-0.01 0.34 0.07
-0.21 -0.58 -0.09
0.11 0.03 0.12
1.03 -0.20 -0.24
-0.09 0.26 0.32
0.15 -0.27 -0.13
-0.28 -0.08 0.23
-0.25 -0.22 0.02
-0.39 0.12 0.22
-0.16 0.34 0.48
-0.09 -0.13 0.31
-0.12 -0.45 0.24